C4H7NO | the ωB97M-V functional and the def2-TZVPD basis

Each line ends with the Löwdin charge.
Atoms and positions in Å:
O: -2.656129 -1.001585 0.285245  -0.04
C: -1.503196 -1.031840 -0.081488  -0.24
C: -0.467864 0.832306 0.935860  -0.03
N: 0.540078 0.732675 0.098494  -0.20
C: 1.004453 0.765144 -1.112956  -0.06
C: 1.738335 -0.081014 -0.164868  -0.06
H: -0.750117 -1.713079 0.371836  0.09
H: -0.368487 0.471975 1.949392  0.09
H: -1.311390 1.441520 0.638387  0.09
H: 0.645739 0.992320 -2.100048  0.10
H: -1.132372 -0.515837 -0.995555  0.08
H: 1.581624 -1.165698 -0.091088  0.10
H: 2.679329 0.273116 0.266795  0.10

Forces on atoms 1 to 3 (eV/Å):
O 0.3 -0.2 -0.2
C -0.3 -0.3 -0.2
C 0.2 0.4 0.2

Relative energy (zero: lowest compared OMol25 entry of this formula, charge and spin) = 5.778 eV
Max |F| = 0.0097 Eh/bohr
Total energy = -7793.8668 eV
Highest occupied orbital energy = -7.56 eV
HOMO-LUMO gap = 8.4 eV
Charge = 0